(1)
{"formula": "C4H11ClN3OS2", "method": "wB97M-V/def2-TZVPD", "charge": 1, "e_above_lowest_ev": 0.320, "homo_ev": -13.218, "homo_lumo_gap_ev": 8.888, "symbols": ["C", "C", "C", "C", "N", "N", "N", "O", "S", "S", "Cl", "H", "H", "H", "H", "H", "H", "H", "H", "H", "H", "H"], "coordinates": [[1.3561, 0.8479, 0.3129], [2.9542, -1.0120, 0.1002], [-1.5378, -0.1208, -0.0370], [-2.8842, -0.4778, -0.5173], [2.0816, -0.0722, 0.8782], [0.5895, 1.7300, 0.9904], [-1.5444, 1.2885, 0.2231], [1.3506, 0.7423, -1.0356], [0.2825, 3.2152, 0.3872], [-1.1938, 2.4754, -0.9399], [-4.0118, -0.4423, 0.8419], [2.5375, -1.0403, -0.9188], [4.0217, -0.5164, 0.0869], [2.9252, -1.9541, 0.6369], [-0.7218, -0.2490, -0.7569], [-1.2740, -0.6544, 0.8563], [-2.8706, -1.4863, -0.7288], [-3.3031, 0.1835, -1.2742], [2.3969, -0.1744, 1.8857], [-2.2976, 1.6520, 0.6316], [-0.3530, 3.5469, 1.6114], [0.8332, 1.2632, -1.4657]], "mulliken_charge": [0.73, -0.78, -0.46, -0.54, -0.23, -0.40, -0.22, -0.45, 0.14, -0.02, -0.18, 0.30, 0.30, 0.30, 0.35, 0.31, 0.38, 0.33, 0.33, 0.28, 0.29, 0.26]}


(2)
{"formula": "C4H11F3InNO", "method": "wB97M-V/def2-TZVPD", "charge": 0, "e_above_lowest_ev": 4.312, "homo_ev": -10.753, "homo_lumo_gap_ev": 5.022, "symbols": ["In", "F", "F", "F", "C", "C", "C", "O", "C", "N", "H", "H", "H", "H", "H", "H", "H", "H", "H", "H", "H"], "coordinates": [[23.7619, 7.5233, -9.2918], [20.7864, 7.2930, -9.1992], [25.6499, 8.9507, -7.5922], [25.0879, 5.6354, -7.4530], [21.1703, 11.9663, -9.3660], [21.7362, 10.5220, -9.7586], [22.1787, 10.3957, -11.2645], [22.9468, 9.2814, -11.4198], [23.4049, 9.1961, -12.7513], [22.9554, 10.3314, -8.8596], [20.7937, 11.9124, -8.3445], [20.4089, 12.3625, -10.0379], [21.9976, 12.6644, -9.2382], [20.9507, 9.8093, -9.5072], [22.7174, 11.3159, -11.4905], [21.3867, 10.6104, -11.9820], [22.7035, 8.5690, -13.3016], [24.3755, 8.7077, -12.8383], [23.4781, 10.1609, -13.2532], [23.6827, 10.9957, -9.0831], [22.6280, 10.5438, -7.9281]], "mulliken_charge": [1.39, -0.60, -0.54, -0.49, -1.39, 0.26, -0.96, -0.18, -0.82, -0.43, 0.42, 0.36, 0.39, 0.23, 0.48, 0.50, 0.33, 0.27, 0.32, 0.23, 0.27]}


(3)
{"formula": "C4H11INOZn", "method": "wB97M-V/def2-TZVPD", "charge": 1, "homo_ev": -12.301, "homo_lumo_gap_ev": 3.842, "symbols": ["Zn", "I", "C", "C", "C", "O", "C", "N", "H", "H", "H", "H", "H", "H", "H", "H", "H", "H", "H"], "coordinates": [[18.5874, 21.0432, 10.4057], [16.7553, 22.6714, 9.4128], [15.8419, 24.4001, 5.4354], [14.4586, 24.1610, 5.9962], [14.0210, 22.7021, 5.9262], [13.7991, 22.3582, 4.5904], [13.5348, 20.9785, 4.4399], [14.3688, 24.6737, 7.3849], [16.6293, 24.1130, 6.1373], [16.0251, 25.4408, 5.1723], [15.9198, 23.8211, 4.5121], [13.7309, 24.7800, 5.4658], [13.0918, 22.5810, 6.5045], [14.7710, 22.0775, 6.4387], [13.3874, 20.7558, 3.3869], [12.6071, 20.7048, 4.9630], [14.3394, 20.3583, 4.8485], [15.1001, 24.2986, 7.9925], [13.4992, 24.3181, 7.7860]], "mulliken_charge": [0.63, 0.31, -1.13, 0.42, -0.56, -0.32, -0.72, -0.52, 0.22, 0.32, 0.34, 0.25, 0.36, 0.26, 0.25, 0.30, 0.30, -0.04, 0.31]}


(4)
{"formula": "C4H11N2", "method": "wB97M-V/def2-TZVPD", "charge": 1, "e_above_lowest_ev": 4.084, "homo_ev": -13.356, "homo_lumo_gap_ev": 8.678, "symbols": ["C", "C", "C", "C", "N", "N", "H", "H", "H", "H", "H", "H", "H", "H", "H", "H", "H"], "coordinates": [[2.2476, 1.4729, 0.5841], [2.4196, -0.0451, 0.5914], [-3.0183, -0.3438, 0.0140], [-0.8759, -0.9620, -0.9472], [-1.6247, -0.8866, 0.0817], [1.4529, 0.5746, -0.2878], [1.6049, 2.0764, 1.3193], [3.0703, 2.2083, 0.1495], [3.3184, -0.3823, 0.1755], [2.0176, -0.6247, 1.5462], [-3.6733, -0.7552, -0.7983], [-3.4565, -0.6567, 1.0140], [-3.0426, 0.7609, -0.2855], [-1.2643, -0.5958, -1.9489], [0.1614, -1.3611, -0.8980], [-1.0581, -1.1929, 0.9552], [1.7210, 0.7131, -1.2653]], "mulliken_charge": [-0.37, -0.27, -0.77, -0.22, -0.01, -0.41, 0.19, 0.22, 0.25, 0.18, 0.32, 0.31, 0.33, 0.31, 0.32, 0.38, 0.23]}


(5)
{"formula": "C4H11N2", "method": "wB97M-V/def2-TZVPD", "charge": 1, "e_above_lowest_ev": 2.940, "homo_ev": -13.533, "homo_lumo_gap_ev": 9.958, "symbols": ["C", "C", "C", "C", "N", "N", "H", "H", "H", "H", "H", "H", "H", "H", "H", "H", "H"], "coordinates": [[0.0088, 1.3839, -0.4351], [-1.0095, 0.3799, -0.9817], [-0.9074, -0.9418, -0.1412], [0.0311, -1.4733, 1.9391], [-0.4031, -0.5515, 1.1760], [1.5115, 0.8677, -0.4653], [-0.1181, 1.5875, 0.5837], [0.0527, 2.2808, -1.0656], [-1.9826, 0.9799, -0.9012], [-0.8599, 0.1296, -1.9971], [-1.9310, -1.1590, 0.0534], [-0.4339, -1.7965, -0.6618], [0.2754, -2.2807, 1.3148], [0.1653, -1.5684, 3.0303], [2.0645, 1.5533, -0.9870], [2.0959, 0.6904, 0.3940], [1.4405, -0.0819, -0.8551]], "mulliken_charge": [-0.73, -0.56, -0.76, -0.29, -0.35, -0.36, 0.42, 0.41, 0.34, 0.38, 0.36, 0.53, 0.28, 0.28, 0.35, 0.36, 0.34]}


(6)
{"formula": "C4H11N2", "method": "wB97M-V/def2-TZVPD", "charge": 1, "e_above_lowest_ev": 2.629, "homo_ev": -14.076, "homo_lumo_gap_ev": 10.300, "symbols": ["C", "C", "C", "C", "N", "N", "H", "H", "H", "H", "H", "H", "H", "H", "H", "H", "H"], "coordinates": [[-1.9334, -0.8245, 0.3230], [-2.6142, 0.3915, -0.1739], [2.5131, -0.6772, -0.1393], [0.8983, 0.9761, 0.5743], [-1.1398, 0.2511, -0.2476], [1.7836, 0.5553, -0.2575], [-1.8258, -0.9499, 1.3917], [-2.0180, -1.7537, -0.2242], [-3.1548, 0.3511, -1.1070], [2.4129, -1.0787, 0.8670], [2.1484, -1.4143, -0.8567], [3.5657, -0.4955, -0.3501], [0.4779, 1.9625, 0.4634], [-2.9728, 1.1141, 0.5410], [-0.8389, 0.0573, -1.1987], [0.7223, 0.4406, 1.4946], [1.9754, 1.0943, -1.1002]], "mulliken_charge": [-0.35, -0.35, -0.70, -0.12, -0.33, -0.05, 0.21, 0.26, 0.26, 0.27, 0.30, 0.31, 0.30, 0.22, 0.22, 0.25, 0.29]}


(7)
{"formula": "C4H11N2", "method": "wB97M-V/def2-TZVPD", "charge": 1, "e_above_lowest_ev": 1.697, "homo_ev": -13.026, "homo_lumo_gap_ev": 9.008, "symbols": ["N", "C", "N", "H", "H", "H", "H", "H", "C", "C", "C", "H", "H", "H", "H", "H", "H"], "coordinates": [[1.5432, 0.9055, 0.2153], [1.4610, 0.7973, -1.1028], [2.3865, 0.2521, -1.8674], [2.4315, 0.6951, 0.6844], [0.6946, 0.9814, 0.7390], [0.5322, 1.0897, -1.6049], [2.0948, 0.0228, -2.8016], [3.2390, -0.1407, -1.4793], [-1.3178, -0.1242, -0.2556], [-1.2227, -0.4987, 1.1945], [-2.2376, -1.0235, 1.9271], [-0.4341, -0.5655, -0.7645], [-2.1786, -0.5458, -0.7117], [-1.3201, 0.9565, -0.4211], [-0.2613, -0.3441, 1.7462], [-2.1752, -1.2102, 2.9988], [-3.2354, -1.2475, 1.5034]], "mulliken_charge": [-0.30, 0.12, -0.36, 0.22, 0.24, 0.51, 0.26, 0.24, -1.11, 0.35, -0.89, 0.33, 0.40, 0.32, 0.15, 0.26, 0.25]}


(8)
{"formula": "C4H11N2", "method": "wB97M-V/def2-TZVPD", "charge": 1, "e_above_lowest_ev": 10.716, "homo_ev": -11.560, "homo_lumo_gap_ev": 2.402, "symbols": ["C", "C", "C", "C", "N", "N", "H", "H", "H", "H", "H", "H", "H", "H", "H", "H", "H"], "coordinates": [[-0.9947, -4.9962, -3.8384], [-1.7941, -4.0179, -2.8458], [-0.9423, -5.1751, -2.3071], [-1.7221, -6.3765, -1.7051], [0.1646, -4.6655, -1.6788], [4.2410, 20.0123, 9.7802], [-0.0718, -4.5419, -4.1971], [-1.5132, -5.6570, -4.4357], [-1.3845, -3.0706, -2.4740], [-2.9173, -4.0859, -2.8144], [-1.9428, -6.1427, -0.5671], [-1.1186, -7.1754, -1.6604], [3.3911, 20.0096, 9.1895], [1.0580, -5.2507, -1.7843], [5.0113, 19.8534, 9.2623], [4.0093, 18.6055, 9.1510], [-2.6409, -6.5777, -2.2019]], "mulliken_charge": [-0.59, -0.63, 1.00, -1.27, -0.22, -0.61, 0.28, 0.32, 0.30, 0.27, 0.34, 0.46, 0.20, 0.38, 0.20, 0.20, 0.35]}


(9)
{"formula": "C4H11N2", "method": "wB97M-V/def2-TZVPD", "charge": 1, "e_above_lowest_ev": 1.639, "homo_ev": -14.439, "homo_lumo_gap_ev": 11.678, "symbols": ["C", "C", "C", "C", "N", "N", "H", "H", "H", "H", "H", "H", "H", "H", "H", "H", "H"], "coordinates": [[-0.3507, -0.7688, 1.0637], [-1.0576, -0.6188, -0.2201], [1.5379, -0.7140, -0.5710], [0.5937, 1.3857, 0.2059], [-2.1136, 0.2093, -0.3954], [0.3984, -0.0438, 0.0348], [-0.6793, -0.1740, 1.9072], [0.0479, -1.7322, 1.3533], [-0.9927, -1.4299, -0.9372], [1.7544, -0.2697, -1.5419], [2.4169, -0.6121, 0.0672], [1.3300, -1.7728, -0.7100], [0.8562, 1.8373, -0.7504], [-0.3150, 1.8567, 0.5740], [1.3984, 1.5738, 0.9178], [-2.3938, 0.8495, 0.3274], [-2.4312, 0.4236, -1.3250]], "mulliken_charge": [-0.56, 0.01, -0.94, -0.92, -0.41, 0.28, 0.29, 0.29, 0.40, 0.34, 0.35, 0.38, 0.35, 0.33, 0.35, 0.25, 0.23]}


(10)
{"formula": "C4H11N2", "method": "wB97M-V/def2-TZVPD", "charge": 1, "e_above_lowest_ev": 2.161, "homo_ev": -12.923, "homo_lumo_gap_ev": 9.181, "symbols": ["C", "C", "C", "C", "N", "N", "H", "H", "H", "H", "H", "H", "H", "H", "H", "H", "H"], "coordinates": [[-2.0409, -0.7809, 0.8529], [-0.5774, -0.9205, 1.0279], [0.3143, -0.0282, 0.1756], [0.5505, -0.2600, -1.1396], [1.2841, 0.5252, -1.9919], [0.6047, 1.2190, 0.9269], [-2.4083, -1.5131, 0.1030], [-2.4268, 0.1838, 0.4638], [-2.6055, -0.9624, 1.7548], [-0.3665, -1.0177, 2.1713], [-0.1686, -1.9406, 0.8351], [0.4274, -1.2916, -1.4706], [1.2073, 1.5257, -1.9472], [1.5392, 0.0471, -2.8388], [0.4605, 1.0225, 1.9253], [1.5618, 1.5868, 0.7599], [0.0832, 2.0352, 0.5199]], "mulliken_charge": [-1.04, -0.78, -0.01, -0.12, -0.44, -0.25, 0.29, 0.31, 0.33, 0.39, 0.37, 0.37, 0.19, 0.23, 0.38, 0.37, 0.39]}


(11)
{"formula": "C4H11N2O", "method": "wB97M-V/def2-TZVPD", "charge": -1, "e_above_lowest_ev": 1.162, "homo_ev": -2.306, "homo_lumo_gap_ev": 6.228, "symbols": ["C", "O", "C", "C", "C", "N", "N", "H", "H", "H", "H", "H", "H", "H", "H", "H", "H", "H"], "coordinates": [[-1.3669, -1.2664, 1.1615], [-1.6979, -1.0159, 2.4242], [-0.1458, -0.3648, 0.6229], [-0.5083, 0.4139, -0.6353], [0.7387, 0.9882, -1.3246], [1.5101, -0.0735, -1.9633], [0.3325, 0.5578, 1.6579], [-1.1647, -2.2663, 0.6847], [-2.2274, -0.9597, 0.4808], [0.6712, -1.0856, 0.4855], [-1.0853, 1.2556, -0.2593], [-1.0924, -0.1514, -1.3405], [1.2803, 1.5454, -0.5489], [0.4462, 1.7505, -2.0579], [1.9622, -0.6397, -1.2562], [2.2772, 0.2914, -2.5170], [0.5314, -0.0869, 2.4173], [-0.4610, 1.1075, 1.9682]], "mulliken_charge": [-0.54, -0.88, 0.12, -0.84, -0.49, -0.66, -0.75, 0.19, 0.11, 0.34, 0.31, 0.38, 0.30, 0.41, 0.24, 0.22, 0.29, 0.27]}


(12)
{"formula": "C4H11N2O", "method": "wB97M-V/def2-TZVPD", "spin_multiplicity": 2, "charge": -2, "e_above_lowest_ev": 1.131, "homo_ev": [4.231, -0.138], "s_squared": 0.751, "homo_lumo_gap_ev": [2.845, 7.147], "symbols": ["C", "N", "C", "O", "C", "N", "C", "H", "H", "H", "H", "H", "H", "H", "H", "H", "H", "H"], "coordinates": [[0.8081, -0.5948, -0.0315], [1.4371, 0.5665, -0.6022], [1.8172, 0.1899, -2.1521], [0.7455, 0.0391, -2.8950], [0.0559, -0.2264, 1.3424], [-1.3659, -0.6681, 1.3396], [-2.2768, 0.4873, 1.1233], [0.0033, -0.9980, -0.7043], [1.5492, -1.3759, 0.1654], [0.8312, 1.3747, -0.5685], [2.3805, 1.1530, -2.3457], [2.4630, -0.6961, -2.0691], [0.5587, -0.8810, 2.0662], [0.1138, 0.8445, 1.4371], [-1.4429, -1.3585, 0.6088], [-1.9910, 1.1428, 0.3099], [-3.2418, -0.0096, 0.9191], [-2.4454, 1.0107, 2.0565]], "mulliken_charge": [-0.36, -0.60, -0.49, -0.86, -1.43, 0.14, -3.74, 0.26, 0.29, 0.27, 0.30, 0.25, 0.55, 0.69, 0.29, 0.33, 1.67, 0.44]}